Entry from OMol25: a molecular structure, C21H27BF2MnNOSi (the ωB97M-V functional and the def2-TZVPD basis).

Element x y z (Å)
Mn: 0.084 -0.278 0.044
C: 2.503 -2.101 1.739
Si: 3.097 -1.210 0.189
C: 4.927 -0.838 0.561
C: 3.138 -2.368 -1.297
N: 2.063 0.135 -0.125
C: 2.372 1.395 -0.530
C: 3.656 1.940 -0.731
C: 3.848 3.251 -1.138
C: 2.776 4.096 -1.382
C: 1.487 3.597 -1.211
C: 1.312 2.299 -0.793
O: 0.030 1.731 -0.656
C: -1.032 2.579 -0.386
C: -1.043 3.346 0.769
C: -2.143 4.145 1.030
C: -3.219 4.172 0.151
C: -3.193 3.391 -0.994
C: -2.094 2.591 -1.270
H: 2.684 -3.176 1.655
H: 1.434 -1.959 1.897
H: 3.038 -1.731 2.618
H: 5.372 -1.772 0.921
H: 5.052 -0.089 1.347
H: 5.502 -0.524 -0.313
H: 3.787 -3.230 -1.109
H: 3.519 -1.844 -2.178
H: 2.131 -2.727 -1.515
H: 4.519 1.317 -0.555
H: 4.861 3.615 -1.267
H: 2.928 5.118 -1.701
H: 0.624 4.222 -1.403
H: -0.202 3.294 1.447
H: -2.167 4.740 1.934
H: -4.079 4.792 0.366
H: -4.035 3.397 -1.674
H: -2.056 1.955 -2.144
F: -2.553 0.098 0.979
B: -1.309 -0.156 1.543
F: -1.524 -0.364 2.866
C: -1.838 -5.188 -1.206
C: -0.555 -4.887 -0.419
C: 0.642 -5.514 -1.145
C: -0.668 -5.496 0.986
C: -0.368 -3.431 -0.307
C: -0.206 -2.228 -0.191
H: -1.987 -6.269 -1.295
H: -1.780 -4.759 -2.207
H: -2.703 -4.755 -0.702
H: 0.517 -6.598 -1.226
H: 1.567 -5.308 -0.603
H: 0.743 -5.096 -2.148
H: -0.798 -6.581 0.924
H: -1.519 -5.068 1.517
H: 0.231 -5.282 1.565

LUMO level (alpha / beta)	2.9 / 2.9	eV
net charge	-1
energy relative to the best compared isomer or geometry (same formula, charge and spin)	0.000	eV
spin multiplicity	2
electronic energy	-71064.451	eV

Entry from OMol25: a molecular structure, C21H27Br3N2O10 at a distorted geometry (the ωB97M-V functional and the def2-TZVPD basis).

Element x y z (Å)
C: -2.512 -5.457 -1.514
C: -2.235 -4.603 -0.452
C: -1.480 -4.987 0.635
C: -0.977 -6.280 0.699
C: -1.236 -7.154 -0.353
C: -1.992 -6.742 -1.444
N: -0.191 -6.764 1.829
O: 0.242 -7.893 1.789
O: -0.022 -5.992 2.750
H: -3.033 -5.169 -2.415
H: -2.611 -3.589 -0.485
H: -1.301 -4.243 1.399
H: -0.777 -8.132 -0.332
H: -2.089 -7.477 -2.233
C: 5.167 -0.642 -0.237
C: 4.980 -0.996 -1.558
C: 3.702 -1.308 -2.032
C: 2.592 -1.134 -1.236
C: 2.785 -0.792 0.106
C: 4.051 -0.559 0.594
N: 1.232 -1.322 -1.731
O: 1.108 -1.236 -2.942
O: 0.328 -1.496 -0.947
H: 6.165 -0.437 0.124
H: 5.820 -1.034 -2.239
H: 3.586 -1.498 -3.091
H: 1.954 -0.724 0.795
H: 4.238 -0.298 1.628
C: 0.813 0.874 4.933
C: -0.273 1.544 4.116
O: 0.351 2.476 3.211
C: 0.719 2.042 2.015
O: 0.660 0.904 1.605
O: 1.168 3.086 1.332
C: 1.890 2.913 0.139
H: 1.398 1.602 5.491
H: 1.460 0.276 4.288
H: 0.411 0.112 5.606
H: -0.959 2.114 4.733
H: -0.771 0.782 3.521
H: 1.911 3.863 -0.384
H: 1.475 2.112 -0.472
H: 2.937 2.653 0.329
C: -3.868 4.518 -0.703
C: -3.386 3.783 -1.955
O: -2.533 4.539 -2.785
C: -1.270 4.638 -2.397
O: -0.802 4.125 -1.417
O: -0.619 5.379 -3.263
C: 0.710 5.783 -2.973
H: -2.980 4.834 -0.151
H: -4.357 3.812 -0.034
H: -4.489 5.346 -1.035
H: -4.264 3.488 -2.535
H: -2.958 2.812 -1.702
H: 0.809 6.794 -3.367
H: 1.397 5.140 -3.518
H: 0.908 5.823 -1.904
C: -2.453 -0.029 0.390
Br: -2.869 1.470 1.545
Br: -3.435 0.057 -1.304
Br: -2.844 -1.712 1.315
H: -1.384 0.007 0.219

LUMO level	-0.5	eV
net charge	0
energy relative to the best compared isomer or geometry (same formula, charge and spin)	0.000	eV
electronic energy	-255791.929	eV